Record 1
Computed, not measured: an isolated ion of composition C9H10ClO2S and charge -1, with the ωB97M-V functional and the def2-TZVPD basis.

Its spin multiplicity is 1. The max |F| is 6.9 eV/A. The net charge is -1. The gap between HOMO and LUMO comes out at 6.738 eV. The value obtained for the energy above the lowest of the compared OMol25 structures with the same formula, charge and spin is 0.0 kcal/mol.

CARTESIAN COORDINATES (ANGSTROEM)
1 C -0.28 1.75 0.85
2 C -0.68 0.57 0.02
3 C -1.83 0.65 -0.91
4 S -2.73 2.18 -1.21
5 C -1.92 3.00 -3.06
6 O -1.22 3.87 -2.71
7 O -2.30 2.27 -3.89
8 C -2.16 -0.44 -1.76
9 Cl -3.35 -1.54 -0.87
10 C -1.03 -1.28 -2.18
11 C 0.08 -1.36 -1.42
12 C 0.06 -0.79 -0.03
13 C 1.39 -0.72 0.78
14 H -0.54 1.69 1.91
15 H -0.79 2.49 0.42
16 H 0.83 1.93 0.95
17 H -2.77 -0.02 -2.54
18 H -0.89 -1.76 -3.12
19 H 0.91 -1.83 -1.89
20 H -0.44 -1.62 0.51
21 H 1.14 -0.43 1.86
22 H 1.95 0.09 0.39
23 H 1.97 -1.55 0.82

In elementary charge units, the Löwdin charges are: -0.089, -0.181, -0.599, 0.719, -0.841, 0.027, 0.015, -0.698, 0.533, -0.133, -0.062, -0.313, -0.074, 0.080, -0.024, 0.083, 0.063, 0.091, 0.090, 0.136, 0.101, 0.056, 0.025

=====

Record 2
Computed, not measured: C62H43N4SSbW as an isolated structure, with the ωB97M-V functional and the def2-TZVPD basis.

Its spin multiplicity is 3. The max |F| is 2.7 eV/A. The net charge is +2. The gap between HOMO and LUMO (alpha / beta) comes out at 5.481 / 5.383 eV. The value obtained for the energy above the lowest of the compared OMol25 structures with the same formula, charge and spin is 4.8 kcal/mol.

CARTESIAN COORDINATES (ANGSTROEM)
1 W -0.10 -0.01 -0.92
2 C -5.25 5.47 -2.54
3 C -5.20 5.03 -1.22
4 C -4.31 4.04 -0.85
5 C -3.46 3.48 -1.80
6 C -3.51 3.92 -3.12
7 C -4.41 4.91 -3.49
8 C -2.46 2.41 -1.47
9 C -1.14 2.82 -1.27
10 C -0.73 4.18 -1.21
11 C 0.63 4.20 -1.18
12 C 1.08 2.85 -1.21
13 N -0.01 2.00 -1.21
14 C 2.41 2.44 -1.33
15 C 2.80 1.11 -1.36
16 C 4.14 0.69 -1.62
17 C 4.13 -0.66 -1.71
18 C 2.79 -1.09 -1.48
19 C 2.39 -2.42 -1.56
20 C 3.36 -3.42 -2.12
21 C 4.25 -4.16 -1.35
22 C 5.11 -5.06 -1.97
23 C 5.08 -5.22 -3.35
24 C 4.19 -4.49 -4.11
25 C 3.33 -3.60 -3.50
26 C 1.08 -2.85 -1.36
27 N -0.01 -2.01 -1.24
28 C -1.14 -2.84 -1.23
29 C -2.47 -2.44 -1.38
30 C -3.47 -3.51 -1.64
31 C -3.63 -3.93 -2.96
32 C -4.54 -4.93 -3.27
33 C -5.29 -5.52 -2.27
34 C -5.13 -5.11 -0.95
35 C -4.23 -4.10 -0.64
36 C -2.90 -1.12 -1.47
37 C -4.25 -0.70 -1.67
38 C -4.25 0.66 -1.71
39 C -2.90 1.09 -1.53
40 N -2.08 -0.01 -1.39
41 C -0.71 -4.20 -1.22
42 C 0.65 -4.21 -1.32
43 N 1.97 0.00 -1.22
44 C 3.41 3.48 -1.69
45 C 3.51 3.84 -3.04
46 C 4.42 4.79 -3.45
47 C 5.25 5.41 -2.52
48 C 5.15 5.07 -1.18
49 C 4.24 4.11 -0.76
50 H -5.95 6.24 -2.82
51 H -5.86 5.47 -0.48
52 H -4.26 3.70 0.18
53 H -2.85 3.48 -3.85
54 H -4.45 5.24 -4.52
55 H -1.40 5.02 -1.18
56 H 1.29 5.06 -1.13
57 H 4.97 1.36 -1.74
58 H 4.96 -1.33 -1.91
59 H 4.28 -4.03 -0.28
60 H 5.81 -5.63 -1.37
61 H 5.76 -5.92 -3.82
62 H 4.16 -4.62 -5.19
63 H 2.63 -3.02 -4.09
64 H -3.05 -3.46 -3.74
65 H -4.66 -5.24 -4.30
66 H -6.00 -6.31 -2.51
67 H -5.72 -5.57 -0.17
68 H -4.10 -3.78 0.39
69 H -5.10 -1.36 -1.76
70 H -5.09 1.32 -1.84
71 H -1.37 -5.05 -1.16
72 H 1.31 -5.05 -1.36
73 H 2.86 3.35 -3.76
74 H 4.49 5.05 -4.50
75 H 5.96 6.15 -2.84
76 H 5.79 5.55 -0.45
77 H 4.17 3.84 0.29
78 S -0.85 -0.02 1.29
79 Sb 0.17 -0.07 3.49
80 C 1.10 -1.98 3.79
81 C 2.31 -2.11 4.45
82 C 2.83 -3.39 4.64
83 C 2.14 -4.50 4.18
84 C 0.92 -4.35 3.54
85 C 0.39 -3.08 3.33
86 C -1.78 0.08 4.36
87 C -2.09 1.15 5.19
88 C -3.38 1.25 5.69
89 C -4.34 0.30 5.36
90 C -4.01 -0.75 4.52
91 C -2.73 -0.87 4.01
92 C 1.25 1.75 3.83
93 C 0.61 2.91 3.41
94 C 1.24 4.13 3.61
95 C 2.48 4.18 4.21
96 C 3.11 3.01 4.63
97 C 2.49 1.78 4.45
98 H 2.86 -1.25 4.82
99 H 3.77 -3.51 5.15
100 H 2.55 -5.49 4.34
101 H 0.37 -5.22 3.19
102 H -0.56 -2.97 2.82
103 H -1.34 1.88 5.46
104 H -3.64 2.08 6.34
105 H -5.34 0.38 5.76
106 H -4.76 -1.49 4.26
107 H -2.49 -1.68 3.34
108 H -0.37 2.86 2.94
109 H 0.75 5.04 3.29
110 H 2.97 5.13 4.36
111 H 4.07 3.05 5.12
112 H 2.98 0.88 4.78

Atom charges from the Löwdin analysis, given in e for atoms 1 to 99: 1.449, -0.066, -0.063, -0.032, -0.237, -0.024, -0.057, -0.061, -0.209, 0.047, 0.048, -0.212, -0.092, -0.067, -0.209, 0.043, 0.043, -0.208, -0.068, -0.232, -0.035, -0.064, -0.065, -0.057, -0.023, -0.211, -0.090, -0.212, -0.065, -0.237, -0.025, -0.056, -0.066, -0.064, -0.033, -0.220, 0.047, 0.048, -0.215, -0.120, 0.046, 0.048, -0.057, -0.235, -0.025, -0.057, -0.065, -0.065, -0.033, 0.112, 0.111, 0.122, 0.127, 0.113, 0.132, 0.132, 0.131, 0.131, 0.120, 0.111, 0.112, 0.112, 0.126, 0.127, 0.113, 0.112, 0.111, 0.118, 0.131, 0.130, 0.132, 0.132, 0.127, 0.113, 0.112, 0.110, 0.118, 0.230, 1.505, -0.340, -0.110, -0.056, -0.048, -0.057, -0.129, -0.376, -0.113, -0.057, -0.049, -0.057, -0.145, -0.350, -0.138, -0.057, -0.048, -0.056, -0.107, 0.085, 0.119

=====

Record 3
Computed, not measured: one molecule with the formula C3H4OS, with the ωB97M-V functional and the def2-TZVPD basis.

Its spin multiplicity is 1. The max |F| is 9.5 eV/A. The net charge is 0. The gap between HOMO and LUMO comes out at 9.794 eV. The value obtained for the energy above the lowest of the compared OMol25 structures with the same formula, charge and spin is 67.8 kcal/mol.

CARTESIAN COORDINATES (ANGSTROEM)
1 C 0.16 -0.33 -0.09
2 C -0.49 0.53 0.98
3 S -0.15 0.15 2.81
4 C -1.47 -0.16 1.86
5 O -2.77 -0.73 2.06
6 H -0.50 -0.62 -0.87
7 H 0.54 -1.19 0.32
8 H 0.83 0.34 -0.40
9 H -0.98 1.40 0.67

In elementary charge units, the Löwdin charges are: -0.065, -0.430, 1.007, -0.653, -0.150, 0.091, 0.061, 0.036, 0.103

=====

Record 4
Computed, not measured: C21H14Cl2F6N3O6S3Sr as an isolated structure, with the ωB97M-V functional and the def2-TZVPD basis.

Its spin multiplicity is 1. The max |F| is 0.9 eV/A. The net charge is -1. The gap between HOMO and LUMO comes out at 7.301 eV. The value obtained for the energy above the lowest of the compared OMol25 structures with the same formula, charge and spin is 17.3 kcal/mol.

CARTESIAN COORDINATES (ANGSTROEM)
1 Sr 0.35 -1.54 0.23
2 F 5.39 -4.17 0.26
3 C 5.21 -2.90 -0.11
4 F 5.37 -2.82 -1.43
5 F 6.12 -2.14 0.49
6 S 3.53 -2.32 0.37
7 O 3.43 -1.02 -0.23
8 O 3.44 -2.46 1.79
9 N 2.54 -3.28 -0.42
10 S 1.90 -4.55 0.32
11 O 0.83 -4.10 1.18
12 O 2.80 -5.56 0.78
13 C 1.05 -5.25 -1.16
14 F 1.93 -5.64 -2.08
15 F 0.24 -4.33 -1.70
16 F 0.33 -6.30 -0.78
17 S -2.56 -0.93 -0.23
18 C -2.94 -2.54 0.29
19 C -4.27 -3.00 0.35
20 C -4.53 -4.29 0.76
21 C -3.46 -5.12 1.11
22 C -2.19 -4.60 1.02
23 N -1.92 -3.35 0.63
24 H -5.06 -2.33 0.07
25 H -5.55 -4.65 0.81
26 H -3.62 -6.14 1.44
27 H -1.33 -5.20 1.29
28 Cl -2.25 2.73 -1.06
29 C -1.90 3.04 0.61
30 C -2.44 2.19 1.56
31 C -2.24 2.42 2.91
32 C -1.50 3.52 3.31
33 C -0.94 4.35 2.35
34 Cl 0.02 5.71 2.88
35 C -1.10 4.13 0.97
36 N -0.52 4.98 0.05
37 C 0.04 4.60 -1.20
38 C -0.27 5.37 -2.31
39 C 0.25 5.06 -3.55
40 C 1.07 3.95 -3.70
41 C 1.39 3.19 -2.59
42 C 0.91 3.51 -1.32
43 C 1.38 2.70 -0.13
44 C 0.84 1.27 -0.05
45 O 0.69 0.62 -1.11
46 O 0.65 0.79 1.11
47 H -3.00 1.33 1.21
48 H -2.66 1.75 3.64
49 H -1.33 3.74 4.35
50 H -0.30 5.91 0.38
51 H -0.95 6.21 -2.19
52 H 0.00 5.67 -4.41
53 H 1.46 3.68 -4.67
54 H 2.03 2.32 -2.69
55 H 1.20 3.20 0.81
56 H 2.46 2.57 -0.22

In elementary charge units, the Löwdin charges are: 1.448, 0.141, -0.683, 0.146, 0.141, 0.536, -0.276, -0.262, -0.356, 0.592, -0.367, -0.249, -0.688, 0.152, 0.132, 0.145, 0.497, -0.823, -0.126, -0.100, -0.097, -0.174, -0.047, 0.089, 0.097, 0.088, 0.089, 0.781, -0.555, -0.119, -0.081, -0.118, -0.587, 0.671, -0.318, 0.057, -0.261, -0.052, -0.101, -0.090, -0.032, -0.169, -0.039, -0.722, -0.147, -0.166, 0.042, 0.105, 0.099, 0.097, 0.108, 0.094, 0.096, 0.118, 0.109, 0.136